Molecular formula: C15H17BrFeI3N3Se3
Method: DFT, ωB97M-V/def2-TZVPD

Geometry as XYZ:
```
43
Properties=species:S:1:pos:R:3:lowdin_spin:R:1
Fe -0.31273 -0.49660 1.37871 3.69
C -2.38168 -0.75894 4.35797 0.01
Se -0.78838 -1.62946 3.65158 0.06
C -1.58520 -3.26915 2.96450 0.01
C -2.44900 -3.09419 1.72961 0.01
Se -1.35913 -2.52426 0.20035 0.04
C -2.62809 -1.33910 -0.71495 0.01
H -2.75378 -1.40434 5.14936 0.00
H -3.13828 -0.59755 3.59624 0.00
H -2.05064 0.18661 4.77915 0.00
H -2.16239 -3.70322 3.78157 0.00
H -0.73608 -3.92963 2.78374 0.00
H -3.24230 -2.35963 1.86206 0.00
H -2.90639 -4.04395 1.45372 0.00
H -3.57002 -1.87217 -0.81955 0.00
H -2.20498 -1.14832 -1.69805 0.00
H -2.80247 -0.40043 -0.18889 0.00
Se 3.19579 2.97924 1.31854 0.00
N 2.23606 3.92105 2.38044 0.00
C 0.96310 3.39834 2.39386 0.00
C -0.14523 3.99203 2.96302 0.01
C -1.36534 3.30872 2.93190 0.00
C -1.44307 2.06691 2.35919 0.01
N -0.35655 1.44854 1.80831 0.05
C 0.80091 2.11543 1.81884 0.02
N 1.96992 1.58678 1.30615 0.01
H -0.06100 4.97220 3.41203 0.00
H -2.25597 3.75950 3.34400 0.00
H -2.38194 1.53425 2.29412 0.00
I 1.85337 0.12822 -0.16688 0.06
I 2.78119 3.74136 -1.18285 0.00
Br 4.51572 -2.70619 -3.76614 0.00
C 3.39566 -1.43014 -4.56611 0.00
C 3.84872 -0.77383 -5.70668 0.00
C 3.05977 0.18130 -6.32324 0.00
C 1.80822 0.50091 -5.81692 0.00
C 1.33855 -0.14623 -4.68555 0.00
C 2.13709 -1.10530 -4.07309 0.00
I 1.37164 -2.07800 -2.40044 0.00
H 4.82209 -1.02131 -6.10579 0.00
H 3.42834 0.67965 -7.20925 0.00
H 1.19430 1.24481 -6.30465 0.00
H 0.36020 0.08608 -4.28992 0.00
```

- LUMO (spin up / spin down) (eV) = -6.7600 / -7.2901
- electronic energy (Eh) = -12680.55000
- 2S+1 = 5
- orbital gap (spin up / spin down) (eV) = 6.78 / 6.23
- total charge = +2